ORCA calculation (ωB97M-V with the def2-TZVPD basis set) on a structure of composition C34H50P2V.

Computed properties:
Molecular weight (Da): 571.7
LUMO energy (spin up / spin down) (eV): -7.75 / -8.57
<S²>: 1.1181
HOMO energy (spin up / spin down) (eV): -12.342 / -12.256
Frontier orbital gap (spin up / spin down) (Eh): 0.1686 / 0.1356
Multiplicity: 2
Net charge: +2

```
87
Properties=species:S:1:pos:R:3:forces:R:3
V -2.2462 -3.0820 -1.6919 4.4 2.4 -0.6
C 0.3760 -0.1916 -2.5524 -1.1 -0.1 0.1
C -0.9665 0.3058 -2.5988 -0.3 0.0 1.2
C -0.0273 0.9442 -0.5910 2.5 -1.3 -0.2
C 0.9231 0.1468 -1.2804 -1.3 1.2 1.6
C -1.2300 0.9773 -1.3628 -0.5 -0.8 -2.0
C 1.0378 -0.9553 -3.6377 0.0 0.1 -0.4
H 0.3386 -1.2300 -4.4328 0.1 0.1 0.1
H 1.5331 -1.8751 -3.3105 0.1 0.2 0.0
H 1.8024 -0.3245 -4.1032 0.1 -0.1 0.0
C 2.2075 -0.2808 -0.6784 0.9 0.2 0.2
H 2.7262 -1.0237 -1.2921 0.1 0.1 -0.1
H 2.0792 -0.7501 0.3211 0.1 0.7 -0.7
H 2.9026 0.5672 -0.5534 -0.1 -0.3 0.0
C 0.2734 1.6071 0.7028 0.4 0.6 0.1
H 1.0788 2.3527 0.5946 -0.2 -0.1 -0.3
H 0.6632 0.8828 1.4317 -0.3 0.3 -0.1
H -0.5942 2.1368 1.1104 0.3 -0.2 0.0
C -2.5510 1.4998 -0.9272 -0.3 0.1 0.2
H -2.7101 2.5541 -1.1975 0.1 -0.2 -0.1
H -2.6767 1.4329 0.1605 0.2 0.1 -0.2
H -3.3708 0.9177 -1.3671 0.1 0.2 -0.1
C -1.9638 0.0278 -3.6686 -0.5 0.2 -0.9
H -2.0534 0.7907 -4.4741 0.3 -0.3 0.5
H -2.9737 -0.0781 -3.2531 0.4 0.3 -0.2
H -1.7453 -0.9227 -4.1794 -0.1 0.2 0.0
C -2.4643 -4.8222 -0.8465 -0.2 -1.9 -1.0
C -2.4965 -4.8790 -2.3357 -0.5 -1.8 1.1
C -3.7746 -4.8580 -3.1223 -0.8 -0.6 -0.8
C -4.4917 -3.4774 -3.1819 -0.6 -0.4 -1.1
C -3.8742 -2.3517 -2.4106 -1.8 0.4 1.7
C -3.8142 -2.3411 -0.8936 -1.5 0.3 -1.4
C -4.4430 -3.4085 -0.0688 -1.5 -0.4 0.9
C -3.6818 -4.7428 0.0211 -0.4 -0.6 0.8
H -4.5128 -5.6208 -2.7948 0.6 0.3 0.1
H -5.5706 -3.5953 -2.9549 0.5 0.1 0.1
H -3.5244 -5.1265 -4.1684 -0.1 0.0 0.6
H -4.3684 -5.5888 -0.1440 0.2 0.2 -0.2
H -1.6951 -5.4761 -0.4068 0.1 0.7 -0.3
H -1.7194 -5.5159 -2.7876 0.0 0.6 0.3
H -3.3559 -4.8732 1.0644 0.0 0.0 -0.3
H -4.6066 -3.0701 0.9698 0.1 0.2 -0.5
H -3.8696 -1.3397 -0.4804 0.4 0.2 -0.1
H -5.4602 -3.5936 -0.4501 0.2 0.0 0.0
H -4.4357 -3.1961 -4.2456 -0.3 0.2 0.4
H -4.1303 -1.3811 -2.8436 0.7 -0.3 0.3
P 0.9070 -2.9337 0.7643 -1.3 -0.4 -0.1
P -1.6043 -0.1396 2.3115 -0.4 -0.1 -0.3
C -0.7968 -2.9072 1.5400 -0.1 0.2 0.4
C -1.1423 -1.9237 2.6824 -0.7 0.4 0.5
H -0.8669 -3.9153 1.9857 -0.2 0.3 -0.4
H -1.5295 -2.8515 0.6933 0.4 0.1 0.7
H -2.0605 -2.2950 3.1658 0.5 -0.4 0.2
H -0.3356 -1.8549 3.4338 -0.5 -0.3 -0.3
C -1.3335 0.6891 3.9500 0.0 -0.1 -0.1
H -1.3034 1.7731 3.7778 0.0 -0.2 0.0
H -0.3834 0.3948 4.4067 -0.1 0.1 -0.1
H -2.1509 0.4821 4.6509 0.2 0.0 -0.1
C -3.4688 -0.1055 2.3649 0.3 -0.3 0.2
H -3.8190 -0.4399 3.3624 -0.1 0.1 -0.6
H -3.8884 -0.7389 1.5625 0.1 0.3 0.4
H -3.7737 0.9477 2.1939 0.1 -0.6 0.1
C 1.4227 -4.6982 1.0128 0.6 0.1 0.4
H 1.2556 -5.2919 0.1053 0.0 0.3 0.3
H 0.8250 -5.0967 1.8397 0.2 -0.1 -0.2
H 2.4906 -4.7791 1.2739 -0.4 -0.1 -0.2
C 0.4669 -3.1839 -1.0455 0.6 0.4 -0.1
H -0.3295 -2.5346 -1.4729 0.9 0.5 0.3
H 0.2598 -4.2411 -1.2529 -0.1 0.3 0.2
H 1.3889 -2.9278 -1.5829 -0.4 0.0 -0.2
C 3.0378 1.8034 5.1015 -0.4 -0.5 0.3
C 3.2578 1.8844 3.7080 -0.3 -0.5 -0.3
C 2.9421 0.8217 2.8684 0.1 0.3 0.4
C 2.3981 -0.3732 3.4059 0.2 1.1 -0.6
C 2.1471 -1.5451 2.6513 -0.1 -2.3 2.4
C 2.0984 -2.7542 3.2972 -0.2 -0.4 -0.5
C 1.7831 -2.8445 4.6827 0.3 0.5 0.2
C 1.8261 -1.7060 5.4502 0.0 -0.3 -0.3
C 2.2198 -0.4729 4.8565 -0.1 -0.5 -0.6
C 2.5220 0.6421 5.6638 0.2 0.7 -0.4
H 3.2771 2.6475 5.7503 0.0 -0.2 -0.3
H 3.6674 2.7972 3.2820 0.0 -0.2 0.1
H 3.1912 0.8319 1.8024 -0.2 0.2 0.5
H 2.2665 -3.7092 2.8084 -0.3 0.4 0.1
H 1.5257 -3.8269 5.0856 0.3 0.4 0.0
H 1.6423 -1.7581 6.5292 0.0 0.1 -0.5
H 2.3410 0.5477 6.7390 0.2 0.1 -0.4
```
Positions in Å, forces in eV/Å.



ORCA calculation (ωB97M-V with the def2-TZVPD basis set) on a structure of composition C34H51Cl5EuN4O3P3S2.

Computed properties:
Molecular weight (Da): 1050.1
LUMO energy (spin up / spin down) (eV): -1.31 / -1.31
<S²>: 12.0317
HOMO energy (spin up / spin down) (eV): -3.981 / -4.603
Frontier orbital gap (spin up / spin down) (Eh): 0.0981 / 0.1209
Multiplicity: 7

```
103
Properties=species:S:1:pos:R:3:forces:R:3
Eu -0.8366 0.1518 -0.2391 1.4 -0.7 1.2
C 1.4212 -5.1176 -1.4940 -0.3 0.2 -0.1
C -0.0502 -5.0189 -1.1372 0.3 -0.3 0.3
O -0.7499 -4.1479 -2.0148 -0.2 0.3 -0.2
P -1.0738 -2.6093 -1.7083 0.6 -0.3 -0.5
S -1.7888 -2.5105 0.1738 -0.2 -0.5 -0.3
S 0.4477 -1.4007 -2.0965 -0.3 -1.1 -0.4
O -2.1895 -2.3570 -2.8078 -0.2 -0.1 -0.1
C -3.0832 -3.3889 -3.2676 0.0 -0.1 0.0
C -3.9375 -2.8013 -4.3707 0.2 0.0 0.3
H 1.9088 -5.7885 -0.7897 0.1 0.0 0.0
H 1.8932 -4.1377 -1.4484 0.1 0.0 0.1
H 1.5365 -5.5055 -2.5047 0.1 0.0 0.0
H -0.1823 -4.6728 -0.1048 0.0 -0.1 -0.1
H -0.5426 -5.9880 -1.2532 0.0 0.0 0.1
H -3.6904 -3.7418 -2.4243 0.1 0.0 -0.1
H -2.4790 -4.2213 -3.6404 -0.1 0.1 0.1
H -4.5552 -1.9985 -3.9789 -0.1 0.1 0.0
H -4.5741 -3.5722 -4.7938 -0.1 -0.1 -0.1
H -3.2993 -2.4008 -5.1532 0.0 0.0 -0.1
Cl -3.2889 5.9381 -3.6659 0.0 0.1 -0.1
C -3.0147 4.3581 -3.0476 0.0 0.0 0.1
C -2.5699 4.1862 -1.7416 -0.1 -0.1 -0.2
Cl -2.2502 5.5402 -0.7370 0.0 0.2 0.1
C -2.3929 2.9043 -1.2517 -0.1 -0.1 -0.3
Cl -1.7711 2.6434 0.3399 -0.6 1.3 0.6
C -2.6503 1.7263 -1.9945 -0.5 0.8 -0.4
O -2.5221 0.5687 -1.4662 -2.1 0.4 -1.4
C -3.0608 1.9524 -3.3371 0.1 -0.1 0.1
Cl -3.3180 0.5757 -4.3310 0.0 -0.1 0.1
C -3.2383 3.2296 -3.8446 0.1 0.1 0.3
Cl -3.7390 3.4446 -5.4691 -0.1 0.0 -0.2
C 1.2974 -2.2560 2.0882 0.1 0.0 0.0
P 1.1443 -0.4993 1.6130 1.1 0.1 1.2
C 2.4067 -0.4570 0.2832 -0.6 1.1 -0.5
N 3.1139 -1.5632 0.1912 0.3 -0.8 0.8
C 3.8728 -1.7366 -0.9132 0.4 -0.1 -0.9
C 4.5743 -2.9372 -1.1090 -0.2 0.5 0.1
C 5.2546 -3.1473 -2.2835 0.3 0.0 -0.5
C 5.2751 -2.1686 -3.2835 0.2 -0.5 0.0
C 4.6184 -0.9755 -3.1112 -0.2 0.1 0.4
C 3.9035 -0.7366 -1.9284 0.4 -0.8 0.0
N 3.2115 0.4143 -1.7814 0.6 0.7 -1.1
C 2.4661 0.5511 -0.7098 -1.1 -0.1 1.5
P 1.3633 2.0174 -0.6608 1.4 0.0 -0.3
C 0.8206 2.0388 -2.4295 -0.2 0.1 0.2
C 2.5833 3.4865 -0.6554 -0.3 0.0 0.2
C 1.7500 4.7181 -0.2800 0.1 -0.1 0.0
C 3.2510 3.6797 -2.0147 0.0 0.0 0.1
C 3.6919 3.2699 0.3783 -0.2 -0.1 -0.1
C 1.9432 0.4446 3.0494 -0.1 -0.2 -0.1
C 1.5017 -0.1497 4.3868 0.1 0.1 -0.2
C 3.4634 0.3615 2.9445 -0.1 0.0 0.1
C 1.4353 1.8833 2.9480 0.2 -0.2 -0.1
H 2.3357 -2.5211 2.2815 0.0 0.0 0.0
H 0.9460 -2.8381 1.2357 0.1 0.0 0.1
H 0.6674 -2.4737 2.9477 -0.1 0.0 0.1
H 4.5559 -3.6832 -0.3310 -0.1 -0.1 0.2
H 5.7766 -4.0782 -2.4464 0.1 -0.1 0.0
H 5.8130 -2.3596 -4.1999 0.1 0.0 -0.1
H 4.6217 -0.2075 -3.8679 0.0 0.1 -0.1
H 1.6767 1.8433 -3.0762 -0.1 -0.1 0.0
H 0.3704 3.0087 -2.6520 0.0 0.0 -0.1
H 0.0661 1.2565 -2.5972 0.2 0.2 -0.1
H 1.0228 4.9514 -1.0574 -0.1 0.0 0.0
H 2.3996 5.5849 -0.1609 0.1 0.2 0.0
H 1.2085 4.5690 0.6564 0.0 0.0 0.0
H 2.5530 4.0330 -2.7680 -0.1 0.0 -0.1
H 3.7085 2.7498 -2.3448 0.0 0.0 -0.1
H 4.0348 4.4288 -1.9200 0.1 0.2 0.0
H 3.3100 3.1861 1.3921 0.0 0.0 0.1
H 4.3723 4.1219 0.3607 0.0 0.1 -0.1
H 4.2654 2.3763 0.1352 0.0 -0.1 0.1
H 1.8955 -1.1523 4.5283 0.0 -0.1 0.0
H 0.4168 -0.1911 4.4733 -0.1 0.0 0.1
H 1.8746 0.4795 5.1934 0.0 0.1 0.2
H 3.7830 -0.6791 2.9167 0.1 -0.1 -0.1
H 3.9342 0.8383 3.8021 0.1 0.1 0.2
H 3.8262 0.8495 2.0440 0.0 0.0 -0.1
H 0.3515 1.9069 3.0672 -0.2 0.1 0.0
H 1.6647 2.2979 1.9677 -0.1 0.1 0.1
H 1.8907 2.5145 3.7098 0.1 0.1 0.1
C -4.0578 0.9855 4.1034 0.2 0.8 0.2
C -3.0441 1.3711 3.0003 0.1 0.1 -0.1
N -2.6968 0.2029 2.2021 -0.1 0.0 0.1
C -2.1753 -0.8294 3.0916 0.2 -0.1 -0.1
C -3.2702 -1.3156 4.0650 0.7 -0.5 0.1
N -4.4470 -0.4304 3.8947 -0.5 -0.2 0.5
C -5.0098 -0.5983 2.5329 -0.4 -0.1 -0.8
C -3.8928 -0.2778 1.5143 0.0 -0.1 -0.2
H -4.9544 1.6060 4.0520 0.0 -0.2 0.0
H -3.6283 1.0846 5.1019 -0.1 -0.2 0.0
H -2.1343 1.7814 3.4441 -0.1 0.0 0.0
H -3.4654 2.1312 2.3425 0.0 -0.1 0.1
H -1.3327 -0.3970 3.6354 -0.1 -0.2 -0.1
H -1.8094 -1.6622 2.4837 0.0 0.2 0.2
H -2.9382 -1.2725 5.1048 -0.2 0.1 -0.1
H -3.5693 -2.3404 3.8377 -0.2 0.1 0.0
H -5.1580 -0.6880 4.5838 0.1 0.1 -0.2
H -5.8637 0.0728 2.4269 0.0 0.0 0.2
H -5.3603 -1.6255 2.4206 0.0 0.0 0.2
H -4.2173 0.4842 0.8012 0.0 -0.1 0.1
H -3.6169 -1.1738 0.9487 -0.2 0.2 0.0
```
Positions in Å, forces in eV/Å.